1.
Here is a structure of composition C26H38BF6N9O3SSbSiSm in a non-equilibrium geometry from OMol25. Energies are from ωB97M-V/def2-TZVPD.

Summary:
total energy = -3941.84615 hartree
total charge = +2
2S+1 = 6
HOMO level (spin up / spin down) = -0.5206 / -0.5206 hartree

The geometry in XYZ format:
```
87
Properties=species:S:1:pos:R:3:forces:R:3:mulliken_spin:R:1
Sm -1.279 -0.618 0.309 -1.0 1.3 -1.3 5.0058
C 3.330 -0.415 0.746 -0.1 0.1 -0.1 0.0010
C 1.961 -0.304 1.276 0.0 0.3 0.6 -0.0040
N 1.148 -1.022 0.347 0.5 -0.3 0.0 -0.0064
N 1.885 -1.545 -0.514 0.3 -0.2 -0.2 0.0015
C 3.252 -1.217 -0.324 0.1 0.1 0.1 -0.0003
B 1.129 -2.537 -1.595 -0.2 -0.1 -0.3 -0.0015
N 0.176 -3.401 -0.762 0.1 0.1 0.0 -0.0004
C 0.357 -4.674 -0.351 0.0 -0.1 0.0 -0.0009
C -0.768 -5.084 0.328 0.0 -0.1 0.0 -0.0004
C -1.606 -3.972 0.307 0.0 -0.1 0.0 -0.0019
N -1.041 -2.951 -0.338 0.0 -0.4 0.2 -0.0020
N 0.322 -1.633 -2.551 0.2 0.1 0.2 0.0036
C 0.458 -1.553 -3.892 0.0 0.0 -0.1 0.0008
C -0.584 -0.801 -4.388 0.0 0.0 0.0 0.0000
C -1.322 -0.444 -3.257 -0.1 0.0 0.0 -0.0032
N -0.767 -0.930 -2.150 0.0 0.0 0.0 -0.0058
N 2.114 -3.371 -2.351 -0.2 0.0 0.2 0.0003
C 1.792 -4.434 -3.151 0.0 0.2 0.1 -0.0001
C 2.929 -4.820 -3.796 0.2 0.0 -0.1 0.0000
C 3.920 -3.923 -3.335 0.1 0.0 -0.1 0.0000
N 3.433 -3.048 -2.476 -0.3 -0.3 -0.2 0.0000
H 4.217 -0.009 1.210 -0.1 0.0 -0.1 0.0000
H 1.925 -0.866 2.236 -0.1 -0.1 -0.2 0.0009
H 3.982 -1.636 -0.997 -0.1 0.0 0.0 0.0001
H 1.264 -5.214 -0.583 -0.1 0.1 0.0 0.0001
H -0.953 -6.047 0.775 0.0 0.1 -0.1 0.0000
H -2.593 -3.870 0.729 0.1 0.1 0.0 -0.0005
H 1.263 -2.054 -4.409 -0.1 0.0 0.1 0.0001
H -0.787 -0.562 -5.419 0.0 0.0 0.1 0.0000
H -2.225 0.148 -3.192 0.1 -0.1 0.0 0.0005
H 0.782 -4.819 -3.204 0.1 0.1 0.0 0.0000
H 3.043 -5.631 -4.498 0.0 0.1 0.1 0.0000
H 4.969 -3.886 -3.597 -0.1 0.0 0.0 0.0000
C -2.083 1.962 2.835 0.0 0.1 0.0 -0.0009
O -2.159 1.655 1.430 0.0 -0.2 0.0 -0.0008
C -3.115 2.492 0.785 0.0 0.0 0.1 -0.0005
C -3.126 2.156 -0.682 0.0 -0.1 0.0 0.0021
O -3.180 0.735 -0.869 0.2 -0.2 0.0 0.0008
C -4.503 0.175 -0.810 0.0 0.1 0.0 -0.0017
C -4.338 -1.301 -0.595 0.1 0.0 0.1 0.0035
O -3.608 -1.528 0.618 0.2 0.0 -0.1 0.0056
C -4.448 -1.640 1.784 0.0 0.0 0.0 -0.0004
H -1.700 2.975 2.969 0.0 0.0 0.0 0.0000
H -3.074 1.888 3.288 0.0 0.0 0.0 -0.0002
H -1.420 1.249 3.306 0.1 -0.1 0.0 -0.0002
H -4.094 2.341 1.246 -0.1 0.0 0.0 -0.0006
H -2.843 3.542 0.909 0.0 0.1 0.0 0.0001
H -3.973 2.633 -1.174 0.0 0.0 -0.1 0.0002
H -2.211 2.495 -1.159 0.1 0.0 0.0 -0.0011
H -5.059 0.626 0.012 -0.1 0.1 0.1 -0.0004
H -5.028 0.374 -1.744 0.0 0.0 -0.1 -0.0002
H -5.306 -1.798 -0.565 0.0 -0.1 0.0 0.0003
H -3.748 -1.733 -1.404 0.1 -0.1 -0.1 -0.0013
H -5.144 -2.464 1.642 0.0 0.0 0.0 -0.0003
H -3.811 -1.844 2.634 0.1 0.0 0.0 -0.0002
H -4.998 -0.714 1.952 0.0 0.0 0.0 -0.0003
C 2.261 6.026 1.081 0.0 0.2 -0.1 0.0000
Si 2.877 4.293 1.340 -0.2 -0.1 -0.1 0.0000
C 4.640 4.037 0.831 0.2 0.0 0.0 0.0000
C 2.602 3.843 3.121 -0.1 -0.1 0.1 -0.0001
C 1.843 3.256 0.074 -0.1 -0.1 0.0 -0.0013
C 1.801 3.782 -1.228 0.1 0.1 0.0 0.0001
C 1.067 3.171 -2.223 0.0 0.0 -0.1 0.0000
C 0.336 2.038 -1.908 0.0 0.0 0.0 0.0019
N 0.336 1.495 -0.690 0.0 0.1 0.1 -0.0028
C 1.105 2.086 0.244 0.1 0.1 -0.1 -0.0001
S 1.111 1.211 1.795 0.1 0.0 0.1 0.0005
H 2.780 6.719 1.752 0.0 -0.1 -0.1 0.0000
H 1.193 6.082 1.311 0.1 0.0 0.0 0.0000
H 2.409 6.391 0.062 0.0 0.0 0.1 0.0000
H 5.312 4.660 1.429 -0.1 -0.1 -0.1 0.0000
H 4.799 4.293 -0.221 0.0 0.0 0.1 0.0000
H 4.938 2.995 0.976 0.0 0.1 0.0 0.0000
H 2.992 4.662 3.736 0.0 -0.1 -0.1 0.0000
H 3.118 2.928 3.421 -0.1 0.1 0.0 0.0000
H 1.541 3.736 3.366 0.1 0.0 0.0 0.0001
H 2.368 4.677 -1.464 -0.1 0.0 0.0 0.0000
H 1.047 3.563 -3.233 0.0 0.0 0.1 0.0000
H -0.264 1.547 -2.659 0.0 0.0 0.0 -0.0002
F -1.573 -0.928 2.428 -0.2 -0.4 1.1 0.0100
Sb -0.692 -2.200 3.807 0.3 0.4 -0.6 0.0009
F 0.233 -2.623 2.202 0.2 -0.2 0.0 0.0000
F 0.358 -3.288 4.854 -0.1 -0.2 0.3 0.0000
F -1.990 -3.439 3.338 -0.3 -0.3 -0.1 -0.0001
F -1.848 -1.361 4.971 -0.2 0.1 0.5 0.0001
F 0.538 -0.783 3.946 0.2 0.3 0.1 0.0001
```
Forces are in eV/Å.



2.
Here is a structure of composition C42H50HfI2N8O2P in a non-equilibrium geometry from OMol25. Energies are from ωB97M-V/def2-TZVPD.

Summary:
total energy = -3203.02602 hartree
total charge = +3
HOMO level = -0.5391 hartree

The geometry in XYZ format:
```
106
Properties=species:S:1:pos:R:3:forces:R:3:mulliken_charge:R:1
Hf -0.162 0.158 0.185 -1.1 0.0 0.3 1.3009
C -0.245 -2.284 3.307 0.1 0.0 -0.1 -2.3110
C -0.913 -1.139 2.597 -0.2 0.0 0.1 1.1206
C -1.987 -1.377 1.706 -0.1 0.3 -0.2 0.4256
C -2.679 -2.715 1.636 0.2 -0.1 -0.1 -2.0165
C -2.562 -0.290 1.008 -0.6 0.0 0.4 1.3278
C -3.751 -0.502 0.102 0.0 0.0 0.0 -1.9692
C -2.237 1.037 1.385 -0.4 -0.1 0.3 1.4913
C -3.033 2.189 0.825 0.0 0.0 0.0 -2.2039
C -1.375 1.255 2.487 -0.3 -0.2 0.0 0.5900
C -1.479 2.552 3.232 0.3 0.1 -0.1 -1.6505
C -0.600 0.186 2.984 -0.2 0.0 0.0 1.3872
C 0.403 0.442 4.074 0.1 0.0 -0.1 -2.4308
H 0.816 -2.102 3.458 0.0 0.0 0.0 0.3945
H -0.343 -3.220 2.767 0.0 0.0 0.0 0.5064
H -0.694 -2.415 4.295 0.0 0.0 0.0 0.4153
H -2.719 -3.134 0.630 0.0 0.0 0.0 0.2958
H -3.711 -2.578 1.965 0.0 0.0 0.0 0.5087
H -2.233 -3.452 2.294 0.0 0.0 0.0 0.4038
H -4.651 -0.131 0.599 0.0 0.0 0.0 0.4552
H -3.913 -1.549 -0.117 0.0 0.0 0.0 0.6089
H -3.664 0.039 -0.841 0.0 0.0 0.0 0.3196
H -3.429 1.989 -0.167 0.0 0.0 0.0 0.4382
H -2.447 3.102 0.778 0.0 0.0 0.0 0.3960
H -3.887 2.389 1.479 0.0 0.0 0.0 0.4464
H -0.681 2.695 3.953 0.0 0.0 0.0 0.4817
H -2.420 2.517 3.789 0.0 0.0 0.0 0.3296
H -1.527 3.426 2.587 0.0 0.0 0.0 0.3474
H 1.192 -0.303 4.094 0.0 0.0 0.0 0.3777
H -0.093 0.421 5.047 0.0 0.0 0.0 0.4321
H 0.880 1.412 3.955 0.0 0.0 0.0 0.5680
I 4.438 1.938 1.307 0.1 -0.2 0.0 0.0744
C 3.901 -0.058 1.046 -0.4 0.4 0.0 -0.3039
C 4.869 -1.078 1.061 0.1 -0.2 0.0 -0.0696
C 4.516 -2.392 0.884 0.3 -0.1 0.0 -0.3737
I 6.002 -3.858 0.997 -0.2 0.1 0.0 0.2003
C 3.158 -2.734 0.643 -0.1 0.0 0.0 1.3278
C 2.665 -4.040 0.464 -0.1 0.0 0.0 -1.0270
C 1.318 -4.245 0.273 0.0 -0.1 0.0 -1.6281
C 0.460 -3.152 0.208 -0.2 0.1 -0.1 -0.5935
N 0.869 -1.897 0.350 0.5 0.2 0.0 0.9567
C 2.205 -1.689 0.608 0.0 -0.1 0.1 -0.1349
C 2.571 -0.355 0.861 0.8 -0.1 0.3 -0.2287
O 1.580 0.554 0.926 0.8 -0.5 0.0 -0.4013
H 5.905 -0.821 1.237 0.0 0.0 0.0 0.4943
H 3.350 -4.879 0.485 0.0 0.0 0.0 0.3030
H 0.917 -5.243 0.167 0.0 0.0 0.0 0.5636
H -0.598 -3.297 0.025 0.0 0.0 0.0 0.6072
C 1.259 4.674 1.397 0.1 0.2 0.1 -1.5487
C 0.585 3.497 0.900 0.0 0.0 -0.1 0.2214
N 0.050 2.562 0.507 0.0 -0.2 0.0 -0.0596
H 0.656 5.566 1.218 0.0 0.0 0.0 0.4022
H 2.221 4.786 0.898 0.0 0.0 0.0 0.3373
H 1.433 4.569 2.469 0.0 0.0 0.0 0.3411
C -1.473 -3.902 -4.018 0.0 0.2 0.1 -0.9367
N -0.389 -2.938 -4.197 0.0 -0.1 -0.1 0.2078
C -0.810 -1.902 -5.141 0.0 0.0 0.1 -0.9582
N -2.031 -1.228 -4.710 -0.1 0.0 -0.2 0.1980
C -3.087 -2.221 -4.518 0.1 0.0 0.2 -1.0464
N -2.691 -3.248 -3.553 -0.1 -0.1 -0.2 0.2328
C -2.598 -2.745 -2.212 0.1 0.2 0.3 -1.6365
P -1.266 -1.381 -2.046 0.0 -0.4 -0.7 2.4892
C 0.073 -2.397 -2.949 -0.1 0.1 0.2 -1.5041
C -1.837 -0.389 -3.559 0.0 0.1 0.3 -1.2425
H -1.169 -4.667 -3.301 0.0 0.0 0.0 0.3787
H -1.677 -4.384 -4.972 0.0 0.0 0.0 0.3089
H -0.998 -2.373 -6.105 0.0 0.0 0.0 0.3124
H -0.007 -1.172 -5.259 0.0 0.0 0.0 0.3926
H -3.287 -2.705 -5.473 0.0 0.0 0.0 0.3505
H -3.999 -1.729 -4.177 0.0 0.0 0.0 0.3965
H -2.357 -3.564 -1.529 0.0 0.0 0.0 0.3977
H -3.562 -2.322 -1.929 0.0 -0.1 0.0 0.3530
H 0.366 -3.216 -2.290 0.1 0.0 0.0 0.4736
H 0.945 -1.777 -3.139 0.0 0.0 0.0 0.5001
H -1.097 0.383 -3.785 0.0 0.0 0.0 0.4523
H -2.779 0.104 -3.305 0.0 0.1 0.0 0.4082
C 6.981 2.920 -3.612 0.0 0.1 0.0 -1.4818
C 5.659 3.569 -3.921 0.0 0.0 -0.1 0.7223
C 4.798 3.992 -2.917 -0.1 -0.1 0.1 -0.7268
C 3.571 4.575 -3.215 0.0 0.0 0.1 0.0926
C 3.185 4.735 -4.536 0.0 -0.2 0.2 -0.2008
N 1.948 5.338 -4.883 0.1 0.0 -0.4 -0.0824
C 0.673 5.186 -4.459 -0.3 0.0 -0.1 0.1526
O -0.198 5.991 -4.694 0.1 -0.1 0.0 -0.6286
N 0.254 4.058 -3.679 -0.1 0.2 0.2 -0.2034
C 0.698 2.810 -3.344 0.2 -0.1 -0.2 0.1375
C 1.669 2.065 -4.033 -0.1 0.0 -0.1 -0.2964
C 2.120 0.880 -3.482 0.2 0.2 -0.1 -1.4837
C 1.594 0.427 -2.291 -0.2 -0.1 0.1 -0.3662
N 0.521 1.017 -1.730 0.6 0.5 -0.7 0.4816
C 0.081 2.169 -2.267 -0.1 -0.1 0.0 -0.7461
C 4.056 4.359 -5.556 -0.1 -0.1 0.0 -0.3494
C 5.273 3.782 -5.248 0.1 0.0 0.1 -0.7147
H 7.150 2.845 -2.539 0.0 0.0 0.0 0.3479
H 7.799 3.496 -4.046 0.0 0.0 0.0 0.3800
H 7.029 1.920 -4.044 0.0 0.0 0.0 0.3403
H 5.097 3.879 -1.881 0.0 0.0 0.0 0.3472
H 2.939 4.951 -2.418 0.0 0.0 0.0 0.5302
H 2.000 6.073 -5.575 0.0 0.1 0.1 0.2766
H -0.644 4.321 -3.298 -0.1 0.0 0.0 0.2068
H 2.018 2.381 -5.007 0.2 0.2 0.1 0.6783
H 2.898 0.313 -3.976 0.0 0.0 0.0 0.6540
H 1.991 -0.449 -1.793 0.0 0.0 0.0 0.7535
H -0.811 2.604 -1.835 0.1 0.1 0.1 0.4704
H 3.773 4.526 -6.589 0.0 0.0 0.0 0.4763
H 5.945 3.491 -6.046 0.0 0.0 0.0 0.4571
```
Forces are in eV/Å.



3.
Here is a cluster of 2 separate species, C29H31O in total in a non-equilibrium geometry from OMol25. Energies are from ωB97M-V/def2-TZVPD.

Summary:
total energy = -1198.56503 hartree
total charge = +1
HOMO level = -0.4044 hartree

The geometry in XYZ format:
```
61
Properties=species:S:1:pos:R:3:forces:R:3:mulliken_charge:R:1
C 0.313 -2.469 2.939 0.2 -0.1 0.1 -1.4583
C -0.273 -1.459 1.958 -0.6 -0.1 -0.1 1.5139
C 0.838 -0.849 1.140 0.4 0.0 0.0 -1.8952
C -1.514 -2.050 1.199 0.6 -0.2 0.2 -0.4226
C -2.366 -1.650 2.411 -0.3 0.2 0.0 -1.1843
C -1.333 -0.517 2.656 0.4 -0.6 -0.1 -0.1945
C -1.669 0.612 1.716 -0.3 -0.5 -0.9 0.5408
C -1.595 2.025 2.180 0.0 0.7 0.1 -1.4357
C -1.991 0.266 0.447 0.5 0.2 1.1 -0.4188
C -1.886 -1.163 0.002 -0.2 -0.6 0.0 -1.3644
H -0.442 -2.963 3.560 0.2 0.1 -0.1 0.2985
H 0.868 -3.249 2.397 -0.2 0.2 0.1 0.3985
H 1.026 -1.970 3.609 -0.1 -0.1 -0.1 0.3698
H 0.490 -0.138 0.388 0.1 -0.1 0.1 0.3073
H 1.539 -0.332 1.809 0.0 -0.1 -0.2 0.4144
H 1.393 -1.648 0.629 -0.1 0.2 0.1 0.3776
H -1.430 -3.121 0.998 -0.2 0.1 -0.4 0.4792
H -3.384 -1.326 2.187 0.0 0.0 0.1 0.3917
H -2.375 -2.406 3.195 0.0 0.1 -0.1 0.3236
H -1.106 -0.265 3.693 -0.1 0.4 -0.1 0.6326
H -1.471 2.085 3.268 -0.1 0.0 -0.3 0.4245
H -0.748 2.562 1.720 -0.2 -0.2 0.2 0.2736
H -2.506 2.574 1.905 0.2 0.0 0.1 0.1807
H -2.238 1.023 -0.285 0.3 0.0 0.3 0.5041
H -1.140 -1.286 -0.802 -0.1 0.1 0.1 0.4157
H -2.845 -1.500 -0.418 0.1 -0.1 0.0 0.5784
C -6.661 9.814 -1.944 0.0 -0.2 0.1 -0.5114
C -7.516 8.739 -1.678 0.1 0.0 0.1 -0.4833
C -7.129 7.726 -0.795 0.4 0.1 0.1 -0.3613
C -5.876 7.820 -0.184 -0.1 0.3 -0.6 0.5273
O -5.412 6.797 0.655 0.4 -1.5 -0.2 -0.4208
C -5.055 5.562 0.110 -0.2 1.2 0.1 0.4034
C -3.705 5.325 -0.189 0.0 -0.1 0.0 -0.6230
C -3.322 4.081 -0.655 0.3 0.1 -0.1 -0.5740
C -4.262 3.035 -0.883 0.3 -0.4 0.6 0.7152
C -3.806 1.833 -1.522 -1.2 1.9 -1.6 -0.9146
C -4.640 0.922 -2.257 -0.2 -0.7 -0.2 0.3445
C -4.054 -0.282 -2.749 0.1 0.2 0.1 -0.3062
C -4.795 -1.223 -3.450 -0.1 0.0 0.0 -0.8638
C -6.158 -1.008 -3.705 0.4 0.3 0.4 -0.3330
C -6.750 0.192 -3.288 0.1 0.2 0.1 -0.8625
C -6.002 1.161 -2.620 -0.1 -0.3 0.3 -0.3468
C -5.599 3.288 -0.465 -0.4 0.2 0.0 -0.6076
C -6.006 4.548 -0.044 0.0 -0.4 0.0 -0.5425
C -5.040 8.922 -0.383 -0.2 -0.5 -0.2 -0.3299
C -5.424 9.900 -1.298 -0.2 0.0 0.1 -0.3666
H -6.965 10.587 -2.651 0.1 -0.2 0.2 0.3814
H -8.496 8.675 -2.154 0.3 0.1 0.1 0.3606
H -7.770 6.871 -0.572 0.1 0.3 -0.2 0.2559
H -2.984 6.131 -0.054 -0.2 -0.3 0.0 0.4171
H -2.269 3.900 -0.878 -0.3 0.1 0.0 0.3931
H -2.753 1.841 -1.833 -0.3 -0.3 0.6 0.8713
H -2.991 -0.451 -2.559 -0.3 -0.1 0.0 0.5022
H -4.315 -2.137 -3.799 -0.1 0.3 0.1 0.4008
H -6.745 -1.758 -4.237 0.2 0.3 0.2 0.4004
H -7.808 0.374 -3.495 0.5 0.0 0.0 0.3980
H -6.470 2.117 -2.392 0.2 -0.3 -0.2 0.8252
H -6.334 2.485 -0.468 0.2 0.2 0.0 0.9265
H -7.051 4.765 0.184 0.4 -0.2 0.1 0.4805
H -4.094 8.970 0.156 -0.2 0.0 -0.2 0.4299
H -4.751 10.736 -1.496 -0.3 -0.2 0.1 0.3631
```
Forces are in eV/Å.



4.
Here is a cluster of 2 separate species, C4H8O in total in a non-equilibrium geometry from OMol25. Energies are from ωB97M-V/def2-TZVPD.

Summary:
SMILES string = C=CO.C=C
total energy = -232.35854 hartree
total charge = 0
HOMO level = -0.3105 hartree

The geometry in XYZ format:
```
13
Properties=species:S:1:pos:R:3:forces:R:3:mulliken_charge:R:1
C 0.965 0.777 -0.415 1.2 0.2 -0.1 -0.9404
C 1.532 0.128 0.590 0.3 0.3 -0.1 0.1097
O 1.903 -1.170 0.602 -0.6 -0.5 0.1 -0.4671
H 1.111 1.836 -0.315 -0.8 0.5 -0.2 0.2986
H 0.597 0.335 -1.336 0.4 0.1 0.1 0.3377
H 1.719 0.651 1.526 0.4 -0.3 -0.2 0.3328
H 1.657 -1.541 -0.259 0.1 -0.1 0.2 0.3141
C -1.564 0.470 0.092 -0.4 -0.2 0.1 -0.5271
C -1.624 -0.821 -0.215 -0.3 0.1 0.1 -0.5262
H -1.315 0.828 1.087 -0.1 -0.2 -0.1 0.2624
H -1.716 1.252 -0.650 -0.1 -0.2 0.1 0.2788
H -1.411 -1.594 0.520 -0.1 0.1 -0.1 0.2607
H -1.854 -1.151 -1.225 0.0 0.0 0.1 0.2661
```
Forces are in eV/Å.